A molecular structure, C35H45Cl4GeN3O2SbSnTe, computed with the ωB97M-V functional and the def2-TZVPD basis.

Each line ends with the Mulliken spin population.
Atoms and positions in Å:
1 Te -2.208 -0.500 1.618  0.02
2 Sb 2.058 -1.652 0.086  0.39
3 Sn -0.715 -0.131 -1.059  0.07
4 Ge 1.654 3.461 -2.495  0.00
5 Cl 1.879 1.427 -3.133  0.00
6 Cl -0.304 4.128 -2.895  0.00
7 Cl 3.123 4.675 -3.339  0.00
8 Cl 6.699 3.097 3.889  0.00
9 O 2.028 5.438 -0.312  0.00
10 O 1.875 3.242 -0.744  0.01
11 N -3.283 2.166 -2.354  0.00
12 N -1.538 0.795 -3.180  0.06
13 N -1.770 1.974 -0.550  0.06
14 C 1.525 -1.733 2.198  0.07
15 C 1.406 -3.624 -0.542  0.03
16 C 4.146 -1.732 -0.592  0.08
17 C 0.090 -3.982 0.155  0.00
18 C -2.547 1.628 -3.419  0.01
19 C -1.301 2.474 0.627  0.03
20 C 3.963 5.003 1.717  0.00
21 C 3.377 3.966 0.995  0.01
22 C -2.259 1.433 -5.783  0.00
23 C -6.624 -3.274 2.193  0.00
24 C -7.202 -2.119 1.676  0.00
25 C -2.845 2.548 -1.096  0.02
26 C 4.606 -0.399 -1.164  0.04
27 C 5.422 3.437 2.783  0.00
28 C -2.925 -2.507 1.782  0.00
29 C -6.399 -1.090 1.209  0.00
30 C -2.940 1.966 -4.714  0.00
31 C -5.245 -3.400 2.237  0.00
32 C 1.403 -0.332 2.795  0.01
33 C -3.560 3.547 -0.421  0.00
34 C 4.853 2.395 2.066  0.00
35 C -1.914 3.480 1.318  0.01
36 C 5.072 -2.304 0.476  0.01
37 C -4.434 -2.372 1.765  0.00
38 C 4.985 4.742 2.613  0.00
39 C 2.488 -4.685 -0.316  0.02
40 C 3.827 2.662 1.174  -0.02
41 C -1.214 0.540 -5.548  0.00
42 C -0.906 0.246 -4.245  -0.01
43 C 2.472 -2.640 2.985  0.02
44 C -1.945 -1.744 -1.850  0.10
45 C -3.099 4.005 0.788  0.00
46 C -5.012 -1.213 1.252  0.00
47 C -4.119 -0.101 0.750  0.00
48 C 2.375 4.319 -0.046  0.00
49 H -1.382 -2.271 -2.625  0.00
50 H 2.701 -4.828 0.747  0.00
51 H -0.124 -0.471 -4.013  -0.01
52 H -0.376 2.032 0.985  -0.03
53 H -2.556 -2.943 2.709  0.00
54 H -6.850 -0.181 0.821  0.00
55 H 5.516 -0.570 -1.750  0.00
56 H 3.385 1.863 0.591  0.02
57 H 2.378 0.128 2.958  0.00
58 H 3.872 0.054 -1.827  -0.01
59 H -2.235 -2.457 -1.075  0.00
60 H 0.899 -0.393 3.766  0.00
61 H 0.535 -2.188 2.115  -0.02
62 H -4.458 0.884 1.070  0.00
63 H -4.454 3.964 -0.874  0.00
64 H -0.628 -3.156 0.135  0.01
65 H 5.322 -1.556 1.234  0.00
66 H -1.494 3.848 2.246  0.00
67 H 1.227 -3.515 -1.615  0.00
68 H 6.011 -2.602 -0.006  0.01
69 H 2.525 -3.649 2.574  0.00
70 H 2.136 -5.647 -0.707  0.00
71 H 3.983 -2.451 -1.399  0.00
72 H 5.453 5.546 3.170  0.00
73 H 3.615 6.016 1.558  0.00
74 H -3.639 4.783 1.316  0.00
75 H 3.424 -4.455 -0.826  0.00
76 H 4.855 0.317 -0.377  0.00
77 H 2.113 -2.729 4.016  0.01
78 H 5.230 1.388 2.205  0.00
79 H 4.668 -3.189 0.975  0.00
80 H -0.668 0.076 -6.359  0.00
81 H -3.770 2.649 -4.866  0.00
82 H -4.028 -0.105 -0.337  0.00
83 H 3.484 -2.228 3.025  0.00
84 H -4.112 2.646 -2.653  0.00
85 H -2.535 1.705 -6.796  0.00
86 H 0.816 0.341 2.162  -0.01
87 H -4.795 -4.298 2.650  0.00
88 H -0.379 -4.837 -0.345  0.00
89 H -2.846 -1.325 -2.299  0.00
90 H 0.258 -4.265 1.199  0.00
91 H -2.561 -3.106 0.948  0.00
92 H -7.252 -4.071 2.575  0.00
93 H -8.281 -2.015 1.652  0.00

**HOMO energy (spin up / spin down)**: -12.55 / -13.34 eV
**HOMO-LUMO gap (spin up / spin down)**: 7.4 / 6.1 eV
**Charge**: +2
**<S²>**: 0.7613
**2S+1**: 2

---

A molecular structure, C35H45GeINO4OsSi2Te, computed with the ωB97M-V functional and the def2-TZVPD basis.

Each line ends with the Löwdin charge.
Atoms and positions in Å:
1 Os 0.395 -2.465 -0.930  0.94
2 I 2.505 -2.090 0.423  0.49
3 Te -1.108 -2.754 1.351  1.57
4 Ge 0.710 2.951 -1.909  1.02
5 Si -0.525 0.315 2.963  0.44
6 Si -1.076 -4.906 3.920  0.43
7 O -1.691 -1.179 -0.813  -0.17
8 O -1.180 -6.157 -0.423  0.12
9 O 0.176 -0.565 -1.735  -0.20
10 O 0.225 -4.420 -0.287  -0.40
11 N -0.704 -3.346 -2.469  -0.05
12 C -0.887 5.439 1.819  -0.08
13 C -1.604 1.581 3.808  -0.17
14 C -1.313 4.050 -0.096  -0.12
15 C 1.690 6.403 -5.018  -0.08
16 C 0.146 5.254 -3.580  -0.11
17 C 4.334 1.292 -0.423  -0.10
18 C -0.384 -4.712 5.640  -0.17
19 C 4.771 0.530 -1.495  -0.11
20 C 0.419 6.279 -4.473  -0.08
21 C -1.782 4.799 0.976  -0.08
22 C 2.682 5.499 -4.668  -0.08
23 C -0.006 -3.734 2.828  -0.52
24 C 2.404 4.471 -3.775  -0.10
25 C -0.700 -5.146 -0.870  -0.60
26 C 0.938 4.603 0.494  -0.12
27 C -1.717 -3.450 -4.607  -0.01
28 C 3.983 0.432 -2.635  -0.09
29 C 3.120 1.965 -0.495  -0.12
30 C 1.133 4.334 -3.223  -0.27
31 C -1.031 -0.297 -1.428  -0.67
32 C -2.174 -4.732 -4.336  0.00
33 C -0.761 1.898 -2.708  -0.23
34 C -0.984 -2.778 -3.649  -0.07
35 C -1.875 -5.314 -3.113  0.04
36 C -1.719 -1.108 2.506  -0.49
37 C -0.864 -6.616 3.221  -0.16
38 C -1.127 -4.594 -2.208  -0.16
39 C 2.773 1.106 -2.701  -0.13
40 C 2.324 1.890 -1.636  -0.28
41 C -1.643 1.010 -1.831  -0.15
42 C 0.789 -0.338 4.121  -0.17
43 C 0.054 3.921 -0.344  -0.28
44 C 0.257 1.052 1.444  -0.15
45 C -2.885 -4.407 3.895  -0.19
46 C 0.476 5.349 1.569  -0.08
47 H -0.357 6.986 -4.739  0.10
48 H 2.180 1.034 -3.607  0.10
49 H 1.233 0.619 1.225  -0.01
50 H 4.943 1.375 0.468  0.11
51 H -2.848 4.890 1.146  0.11
52 H -3.272 -4.216 2.890  0.01
53 H -0.875 -5.396 6.335  0.04
54 H -2.749 -5.274 -5.074  0.13
55 H -2.586 -0.708 1.977  0.02
56 H -0.325 1.291 -3.505  0.07
57 H -0.991 2.414 4.160  0.04
58 H 3.189 3.773 -3.509  0.09
59 H 0.371 -0.931 4.938  0.03
60 H -2.197 -6.309 -2.840  0.14
61 H -2.064 -1.582 3.430  0.02
62 H -2.343 1.992 3.116  0.04
63 H 1.529 -0.945 3.593  0.01
64 H 0.729 -4.340 2.296  0.01
65 H 0.137 -7.002 3.425  0.04
66 H 1.324 0.502 4.570  0.04
67 H -1.969 1.499 -0.910  0.10
68 H -2.035 3.580 -0.753  0.09
69 H 4.320 -0.160 -3.477  0.11
70 H -2.566 0.740 -2.355  0.14
71 H 0.392 2.125 1.599  0.04
72 H -1.249 6.024 2.654  0.11
73 H -0.848 5.184 -3.149  0.10
74 H -3.476 -5.231 4.301  0.04
75 H 2.800 2.555 0.355  0.08
76 H -1.925 -2.967 -5.551  0.12
77 H 5.720 0.013 -1.445  0.11
78 H -2.133 1.169 4.669  0.04
79 H 1.907 7.206 -5.709  0.10
80 H 0.686 -4.928 5.662  0.04
81 H 0.511 -2.992 3.434  0.00
82 H 1.179 5.873 2.204  0.11
83 H -1.010 -6.619 2.138  0.02
84 H -0.533 -3.696 6.013  0.03
85 H -0.610 -1.775 -3.805  0.12
86 H -0.366 0.937 0.560  0.01
87 H 2.003 4.581 0.295  0.10
88 H 3.675 5.595 -5.088  0.10
89 H -1.391 2.637 -3.208  0.07
90 H -3.087 -3.530 4.513  0.03
91 H -1.586 -7.306 3.661  0.04

**HOMO energy (spin up / spin down)**: -10.88 / -10.88 eV
**HOMO-LUMO gap (spin up / spin down)**: 6.1 / 6.1 eV
**Charge**: +1
**2S+1**: 1

---

What are the F_max values for these records? In order: 0.011 0.062 Eh/bohr.
What are the energy above the lowest of the compared OMol25 structures with the same formula, charge and spin values for these records? In order: 0.00 59.08 kJ/mol.